A cluster of 2 separate species, C3H12N3 in total. Source: OMol25; level of theory: wB97M-V/def2-TZVPD.

The value obtained for the relative energy (zero: lowest compared OMol25 entry of this formula, charge and spin) is 182.6 kJ/mol. Its net charge is 0. The lowest unoccupied orbital energy (spin up / spin down) is 0.8 / 0.7 eV. The orbital gap (spin up / spin down) comes out at 0.148 / 0.382 Eh. The expectation value of S² is 0.7506. As for the HOMO energy (spin up / spin down): -3.2 / -9.7 eV. Its multiplicity is 2. As for the largest force on an atom: 0.728 eV Å⁻¹. As for the electronic energy: -7772.0522 eV.

Last columns: bonded neighbours and bond lengths (Å).
CARTESIAN COORDINATES (ANGSTROEM)
1 C 1.616 -0.759 -0.521  C2 1.314, N4 1.441, H5 1.083
2 C 1.552 0.542 -0.345  C1 1.314, N3 1.441, H6 1.088
3 N 2.738 1.303 -0.042  C2 1.441, H7 1.018, H8 1.015
4 N 0.465 -1.579 -0.803  C1 1.441, H9 1.015, H10 1.016
5 H 2.580 -1.247 -0.445  C1 1.083
6 H 0.614 1.085 -0.447  C2 1.088
7 H 2.674 1.620 0.923  N3 1.018
8 H 2.732 2.156 -0.591  N3 1.015
9 H 0.595 -2.485 -0.363  N4 1.015
10 H 0.412 -1.755 -1.802  N4 1.016
11 C -2.015 0.884 0.684  N12 1.488, H13 1.092, H14 1.088, H15 1.083
12 N -1.951 -0.575 0.401  C11 1.488, H16 1.052, H17 1.062, H18 1.051
13 H -3.000 1.096 1.105  C11 1.092
14 H -1.240 1.136 1.405  C11 1.088
15 H -1.889 1.439 -0.238  C11 1.083
16 H -2.815 -0.874 -0.120  N12 1.052
17 H -1.974 -1.101 1.323  N12 1.062
18 H -1.096 -0.887 -0.124  N12 1.051

***

A cluster of 2 separate species, C4H7N2O4P in total at a distorted geometry. Source: OMol25; level of theory: wB97M-V/def2-TZVPD.

The value obtained for the relative energy (zero: lowest compared OMol25 entry of this formula, charge and spin) is 130.6 kJ/mol. Its net charge is 0. The lowest unoccupied orbital energy is 0.5 eV. The orbital gap comes out at 0.382 Eh. As for the HOMO energy: -9.9 eV. Its multiplicity is 1. As for the largest force on an atom: 4.758 eV Å⁻¹. As for the electronic energy: -24717.2043 eV.

Last columns: bonded neighbours and bond lengths (Å).
CARTESIAN COORDINATES (ANGSTROEM)
1 C -0.651 0.016 -2.422  O2 1.464, H9 1.030, H10 1.163, H11 1.188
2 O -0.242 -0.295 -1.052  C1 1.464, P3 1.590
3 P -0.371 0.849 0.045  O2 1.590, O4 1.432, C5 1.826, O7 1.574
4 O -1.464 1.753 -0.156  P3 1.432
5 C 1.246 1.689 0.144  P3 1.826, N6 1.170
6 N 2.160 2.398 0.321  C5 1.170
7 O -0.283 -0.056 1.330  P3 1.574, C8 1.470
8 C -1.457 -0.460 2.118  O7 1.470, H12 1.018, H13 1.030, H14 1.059
9 H -0.557 -0.857 -2.962  C1 1.030
10 H -0.076 0.925 -2.863  C1 1.163
11 H -1.815 0.151 -2.223  C1 1.188
12 H -2.212 0.008 1.621  C8 1.018
13 H -1.386 -0.260 3.126  C8 1.030
14 H -1.689 -1.472 1.912  C8 1.059
15 C 2.268 -0.633 0.731  N16 1.141, H18 1.037
16 N 2.250 -1.279 -0.209  C15 1.141, O17 1.143
17 O 2.260 -1.845 -1.202  N16 1.143
18 H 2.020 -0.632 1.739  C15 1.037

***

A cluster of 4 separate species, C2H5OP in total at a distorted geometry. Source: OMol25; level of theory: wB97M-V/def2-TZVPD.

The value obtained for the relative energy (zero: lowest compared OMol25 entry of this formula, charge and spin) is 421.3 kJ/mol. Its net charge is 0. The lowest unoccupied orbital energy is -1.1 eV. The orbital gap comes out at 0.318 Eh. As for the HOMO energy: -9.8 eV. Its multiplicity is 1. As for the largest force on an atom: 4.690 eV Å⁻¹. As for the electronic energy: -13486.5087 eV.

Last columns: bonded neighbours and bond lengths (Å).
CARTESIAN COORDINATES (ANGSTROEM)
1 C -0.953 1.514 1.154  C2 1.180, H5 1.050
2 C -1.349 1.920 0.119  C1 1.180, H7 1.152
3 O 1.505 0.128 -1.111  P4 1.485
4 P 2.344 -0.007 0.106  O3 1.485, H8 1.531
5 H -0.476 1.313 2.067  C1 1.050
6 H 0.307 3.605 0.509  no bonds
7 H -1.728 2.236 -0.922  C2 1.152
8 H 1.700 -1.250 0.727  P4 1.531
9 H 1.148 3.450 0.294  no bonds